Entry 1:
Formula: C4H4O3
Source: the Open Molecules 2025 dataset
Level of theory: the ωB97M-V functional and the def2-TZVPD basis

Structure (XYZ):
```
11
Properties=species:S:1:pos:R:3:forces:R:3
C 1.5814 -0.5849 0.6856 -0.03 -0.01 0.02
C 0.9921 0.7126 0.2208 0.57 0.41 -0.08
O 1.5514 1.7245 -0.0410 -0.28 -0.51 0.21
C -0.9147 -0.2069 -0.6688 -0.02 0.37 0.29
O -0.4480 0.7297 0.1097 -0.23 -0.34 -0.34
C -2.3778 -0.0099 -0.8375 -0.29 -0.30 0.13
O -3.1965 -0.6216 -0.1884 0.36 0.30 -0.26
H 2.2029 -0.3734 1.5612 -0.10 -0.02 -0.15
H 2.2307 -0.9684 -0.1066 -0.11 0.05 0.12
H 0.8164 -1.3243 0.9217 0.16 0.12 -0.04
H -2.6522 0.6606 -1.6837 -0.03 -0.06 0.10
```
Positions in Å, forces in eV/Å.

Values from the calculation:
HOMO level, hartree: -0.345
Net charge: 0
Energy relative to the best compared isomer or geometry (same formula, charge and spin), kJ/mol: 319.21
E_LUMO, eV: -0.302

***

Entry 2:
Formula: C9H4CaF18N3O15S6
Source: the Open Molecules 2025 dataset
Level of theory: the ωB97M-V functional and the def2-TZVPD basis

Structure (XYZ):
```
56
Properties=species:S:1:pos:R:3:forces:R:3
Ca 16.8790 -11.1080 3.8087 1.95 1.08 0.60
C 17.7321 -12.0157 7.8963 0.53 -1.43 0.56
F 17.2285 -12.2443 9.1713 1.11 0.58 -2.52
F 18.1736 -10.7526 7.7839 -0.87 -1.11 0.12
F 18.7757 -12.8478 7.6232 -1.41 1.31 0.89
S 16.3051 -12.4685 6.6262 -1.10 1.31 0.00
O 15.3915 -13.3683 7.2965 1.79 0.83 -1.04
O 15.7344 -11.1930 6.1954 0.53 0.08 0.07
N 17.0775 -12.9015 5.1310 -0.98 1.59 3.65
S 17.1284 -14.4349 5.2277 0.98 -8.40 0.66
O 17.7880 -15.0202 6.4526 -1.33 2.20 -3.02
O 15.8524 -15.0844 4.8931 1.77 1.40 -0.07
C 18.3719 -14.7791 3.7700 -0.66 -0.70 1.33
F 19.5566 -14.3369 4.1098 0.51 0.19 0.22
F 18.4813 -16.1200 3.5507 -0.63 1.72 -0.17
F 17.9497 -14.0849 2.7147 0.16 -0.69 -0.22
C 13.9962 -11.6885 0.4499 -1.75 0.39 1.54
F 14.7267 -12.1866 -0.4577 0.94 -1.63 -1.00
F 14.2686 -10.4048 0.4926 -0.91 0.60 0.33
F 12.6718 -11.9786 0.2167 2.10 0.76 0.55
S 14.4573 -12.4492 2.2521 -1.34 -3.54 -2.50
O 13.2752 -13.2030 2.6867 2.16 2.05 -0.21
O 15.6776 -13.1923 2.0511 -0.38 1.71 0.73
N 14.7823 -10.9939 3.2068 -3.42 -2.22 -0.94
S 13.3612 -10.7720 3.8565 -1.56 2.52 1.22
O 12.2463 -10.6071 2.9282 1.54 -0.58 1.35
O 13.0865 -11.6245 5.0688 0.63 1.22 -2.11
C 13.6667 -8.9971 4.4554 -1.66 3.37 0.47
F 14.0024 -8.0563 3.4588 0.45 -2.78 1.54
F 12.4373 -8.5686 4.8123 0.09 -0.83 -0.07
F 14.4124 -8.8459 5.5501 0.22 -0.65 -1.56
C 18.7542 -7.9550 1.2445 0.01 0.38 2.46
F 19.2256 -7.4499 0.1542 0.33 -0.20 -0.69
F 19.5968 -7.7111 2.2852 -0.48 -0.25 -0.91
F 17.6090 -7.3287 1.5613 0.17 -0.74 -0.37
S 18.4695 -9.8558 1.1168 -0.20 -2.37 -0.48
O 17.0380 -10.0784 1.0809 -0.18 0.56 0.44
O 19.2274 -10.3633 -0.0209 -0.99 1.24 2.24
N 18.7998 -10.6075 2.7344 -2.27 3.54 -3.50
S 20.2865 -10.8913 2.6907 8.08 -1.86 -0.37
O 20.5267 -12.2522 2.2651 -0.28 0.27 0.62
O 21.2023 -9.9260 1.9938 -2.67 -1.06 2.06
C 20.7743 -10.8965 4.6245 -1.29 0.21 -4.18
F 19.7068 -11.5123 5.2008 1.37 0.46 0.66
F 21.9308 -11.5341 4.7485 -1.14 0.55 0.87
F 20.8387 -9.5998 4.9522 0.45 -0.83 0.91
C 19.2380 -6.1551 5.7018 -1.65 -0.50 0.55
C 19.6593 -7.1632 6.6797 2.94 -0.35 1.59
O 19.0455 -8.3806 6.3291 0.53 -1.35 1.46
C 18.1343 -8.1506 5.4712 -2.85 -0.77 -3.86
O 17.3989 -8.9890 4.8764 1.95 2.00 2.00
O 18.1014 -6.8445 5.1522 -0.95 -0.11 -1.10
H 20.0293 -6.0213 4.9642 -0.61 0.79 -0.17
H 18.8320 -5.3747 6.3454 0.43 0.99 -1.21
H 19.4690 -6.8930 7.7184 -0.26 -0.35 -0.06
H 20.7354 -7.2561 6.5330 0.08 -0.61 0.60
```
Positions in Å, forces in eV/Å.

Values from the calculation:
HOMO level (spin up / spin down), hartree: -0.378 / -0.378
Net charge: 0
Energy relative to the best compared isomer or geometry (same formula, charge and spin), kJ/mol: 130.69
Spin multiplicity: 2
E_LUMO (spin up / spin down), eV: -0.909 / -6.846
Expectation value of S²: 0.766

***

Entry 3:
Formula: C24H49N5O4PS2
Source: the Open Molecules 2025 dataset
Level of theory: the ωB97M-V functional and the def2-TZVPD basis

Structure (XYZ):
```
85
Properties=species:S:1:pos:R:3:forces:R:3
C -0.4743 3.6512 4.1514 0.16 0.39 -0.02
N 0.5473 3.0308 3.3001 -0.11 -0.02 -0.52
C 0.6831 3.7627 2.0316 -0.26 -0.15 1.32
N 1.0497 2.8098 0.9735 0.37 -0.28 -0.21
C 2.1165 2.0374 1.2467 0.33 -0.42 -0.41
C 2.5524 1.0415 0.3966 -0.49 -0.09 0.23
P 4.0186 0.1553 1.0201 1.28 0.76 0.17
S 5.6972 1.0585 0.6556 -0.25 -0.14 -0.07
C 1.8692 0.7978 -0.8084 -0.25 0.50 -0.06
C 2.2769 -0.2897 -1.7586 0.07 0.18 0.19
C 3.7140 -0.2263 -2.2914 0.20 -0.44 -0.27
C 4.1730 -1.5992 -2.8064 -0.56 0.14 0.30
C 4.4871 -2.5656 -1.7010 0.67 0.12 0.17
O 4.7810 -3.8527 -2.2522 -0.81 0.23 -0.25
C 4.9037 -4.7824 -1.2586 -0.43 -0.29 -0.51
C 3.8894 -5.8725 -1.2603 0.23 -0.53 0.02
O 5.7619 -4.7053 -0.4519 1.10 0.31 1.17
C 0.7453 1.6195 -1.0651 0.32 0.04 0.42
S -0.2535 1.4390 -2.5116 -0.19 0.29 -0.39
C 0.3505 2.6332 -0.1670 -0.02 -0.24 -0.83
C -0.8776 3.4628 -0.3821 -0.02 -0.29 0.66
C -2.0115 2.8757 0.5167 -0.05 0.78 -0.27
C -3.2420 2.2609 -0.1562 0.35 0.05 0.41
C -3.1994 0.7425 -0.2352 0.41 -0.03 0.27
N -2.5519 0.1757 0.9932 -0.91 -0.58 -0.20
C -1.8008 -0.9790 0.6873 0.41 -0.29 0.10
N -0.6091 -0.9276 0.2591 0.03 0.27 -0.04
N -2.4622 -2.2220 0.9071 -0.08 0.07 0.29
H -0.3584 3.3307 5.1781 0.03 -0.20 0.12
H -1.4901 3.4269 3.8262 -0.08 -0.04 -0.06
H -0.3558 4.7307 4.1490 0.15 0.20 0.00
H 0.2028 2.0949 3.0991 0.02 -0.06 0.16
H -0.2435 4.2743 1.8127 -0.07 0.05 -0.45
H 1.4782 4.4913 2.1444 0.18 0.20 -0.25
H 2.6236 2.2308 2.1774 -0.06 0.17 0.20
H 3.9287 -1.1771 0.6115 -0.39 -0.07 -0.03
H 3.7792 0.1262 2.4022 -0.43 -0.27 -0.05
H 1.6356 -0.2592 -2.6201 -0.25 -0.05 -0.27
H 2.0558 -1.2399 -1.2734 0.10 -0.15 0.20
H 4.4188 0.1950 -1.5826 0.16 -0.01 0.15
H 3.7368 0.4216 -3.1607 -0.09 0.41 0.01
H 3.3552 -2.0056 -3.4000 0.06 -0.15 -0.31
H 5.0494 -1.4872 -3.4306 0.14 0.01 -0.23
H 5.3488 -2.2023 -1.1389 0.15 -0.03 0.10
H 3.6658 -2.6731 -0.9883 -0.26 -0.02 -0.03
H 4.1841 -6.5753 -0.4928 -0.01 -0.13 0.18
H 3.8928 -6.4040 -2.2043 -0.23 0.10 -0.30
H 2.8960 -5.5084 -1.0217 -0.18 0.20 -0.23
H -0.2669 0.1065 -2.6116 0.09 -0.13 0.23
H -1.1397 3.5489 -1.4249 -0.09 -0.19 -0.20
H -0.6816 4.4690 -0.0392 0.15 0.28 -0.14
H -1.5734 2.1684 1.2118 -0.07 -0.19 0.12
H -2.3548 3.7038 1.1297 -0.12 0.14 0.11
H -3.4068 2.7166 -1.1269 -0.11 -0.07 -0.25
H -4.0899 2.5331 0.4652 -0.23 0.06 0.03
H -4.1974 0.3318 -0.3455 -0.21 0.00 -0.03
H -2.6401 0.3690 -1.0813 0.24 0.17 -0.28
H -3.3115 -0.1357 1.5902 -0.03 -0.03 0.03
H -0.3428 0.0583 0.2499 0.03 -0.14 0.03
H -2.5200 -2.7219 0.0270 -0.13 -0.03 -0.06
H -1.8813 -2.7876 1.5140 0.07 -0.15 -0.03
C -1.1064 -1.4187 4.6187 0.15 0.03 -0.10
C -1.2764 0.0314 5.0441 -0.29 -0.34 0.04
C -2.5981 0.2529 5.7608 0.02 0.18 -0.02
O -1.1853 0.8887 3.8999 0.03 -0.13 -0.02
H -1.9037 -1.7064 3.9253 -0.07 0.01 0.08
H -0.1546 -1.5587 4.1039 0.02 0.00 0.04
H -1.1401 -2.0903 5.4763 -0.02 0.00 -0.01
H -0.4538 0.3193 5.6990 0.06 0.09 -0.06
H -3.4358 0.0107 5.1002 0.01 -0.09 0.01
H -2.7045 1.2969 6.0559 0.02 0.00 0.04
H -2.6740 -0.3693 6.6523 0.00 -0.01 -0.01
H -1.9041 0.6534 3.3021 0.00 -0.01 -0.16
C -2.1218 -1.8799 -5.2748 0.02 -0.10 0.15
C -3.4280 -1.2801 -4.7788 0.26 0.22 -0.25
C -3.9195 -0.1693 -5.6919 -0.12 0.04 0.10
O -3.2653 -0.7851 -3.4436 -0.10 -0.18 0.21
H -1.3380 -1.1152 -5.3023 -0.04 0.04 -0.08
H -1.7854 -2.6735 -4.6064 -0.04 -0.02 -0.02
H -2.2299 -2.2934 -6.2771 0.02 0.02 -0.02
H -4.1855 -2.0606 -4.7135 -0.02 0.00 0.13
H -3.1886 0.6442 -5.7310 0.06 -0.05 -0.05
H -4.8548 0.2476 -5.3187 -0.02 -0.04 -0.01
H -4.0816 -0.5335 -6.7061 0.02 0.01 -0.01
H -2.5975 -0.0936 -3.4732 -0.02 0.12 -0.09
```
Positions in Å, forces in eV/Å.

Values from the calculation:
HOMO level, hartree: -0.422
Net charge: +1
E_LUMO, eV: -3.897

***

Entry 4:
Formula: C6H12OS
Source: the Open Molecules 2025 dataset
Level of theory: the ωB97M-V functional and the def2-TZVPD basis

Structure (XYZ):
```
20
Properties=species:S:1:pos:R:3:forces:R:3
C 1.7447 0.8536 2.2940 -2.77 3.04 -0.53
C 0.3773 0.7703 1.5989 1.19 -4.07 1.76
O 0.3439 1.3053 0.4001 -0.64 1.74 -0.38
C -0.7979 0.8676 -0.2676 -0.68 0.10 -2.98
C -0.5452 -0.6110 -0.7228 1.60 1.02 0.95
C -1.7657 -1.3433 -1.2433 0.91 0.70 -3.73
C 0.6884 -0.5637 -1.6382 1.45 3.59 -0.64
S 0.0287 -1.3033 0.9135 -0.05 1.36 0.46
H 2.3039 1.2778 1.5002 1.28 0.72 -0.32
H 2.1526 -0.0498 2.5324 0.84 -2.40 0.92
H 1.6097 1.5545 3.1666 0.62 -0.76 -0.82
H -0.4161 0.9221 2.3243 -0.68 0.17 -0.58
H -0.9301 1.5521 -1.1608 0.14 -0.80 0.87
H -1.7081 0.8767 0.3047 -0.30 0.31 0.71
H -1.5459 -2.0622 -2.1042 0.14 0.70 1.39
H -2.5197 -0.7024 -1.7190 0.28 0.47 0.15
H -2.2646 -1.8331 -0.5077 -1.29 -1.62 2.22
H 0.5949 -0.0322 -2.6802 -0.49 -0.73 1.86
H 1.0523 -1.5018 -1.8746 0.66 -2.13 -0.25
H 1.5969 0.0230 -1.1161 -2.21 -1.40 -1.06
```
Positions in Å, forces in eV/Å.

Values from the calculation:
HOMO level, hartree: -0.304
Net charge: 0
Structure (SMILES): C[C@H]1OCC(C)(C)S1
Energy relative to the best compared isomer or geometry (same formula, charge and spin), kJ/mol: 191.48
E_LUMO, eV: 0.893

***

Respective DFT total energy values: -10351.904, -176936.928, -72276.050, -19297.402 eV.